17
Properties=species:S:1:pos:R:3:forces:R:3 method="wB97M-V/def2-TZVPD" lumo_energy_ev=-5.092 orbital_gap_ha=0.273 multiplicity=1 e_homo_ev=-12.52 relative_energy_kj_mol=0.0 molar_mass_g_mol=260.50 total_charge=+1
C -1.712 2.390 0.072 1.300 -1.987 -1.819
C -0.341 1.089 -0.279 0.584 0.826 -0.074
C 1.452 -0.420 -0.803 -1.061 -0.755 -2.419
C 0.083 -0.116 -1.035 -1.055 2.657 2.234
N -0.746 -0.902 -1.744 0.338 -1.351 -1.129
S -2.227 3.420 -1.042 0.596 -0.850 0.769
S 0.957 1.863 0.501 -1.016 0.035 0.069
S 2.428 0.625 0.044 0.439 -0.218 0.059
S -2.057 2.098 1.715 -0.257 0.740 -0.180
S 1.134 -2.240 2.556 3.860 1.399 -1.361
S 2.087 -1.583 -2.028 0.818 -0.221 1.513
H -1.642 -0.654 -2.169 0.732 0.320 0.610
H -0.236 -1.675 -2.212 -0.899 0.648 0.400
H 0.571 -1.705 3.554 -1.226 0.857 1.861
H -2.727 3.274 1.720 -0.169 -0.287 0.547
H 0.239 -3.056 2.294 -2.644 -2.210 -0.546
H 2.738 -2.408 -1.143 -0.342 0.399 -0.534